{"formula": "C6H14N2", "method": "wB97M-V/def2-TZVPD", "lumo_ev": 1.085, "smiles": "[H]/N=C/NCCCCC", "orbital_gap_ev": 9.973, "energy_ev": -9427.42841, "elements": ["H", "N", "C", "N", "C", "C", "C", "C", "C", "H", "H", "H", "H", "H", "H", "H", "H", "H", "H", "H", "H", "H"], "xyz": [[-5.1824, 1.6282, -0.8003], [-4.4105, 1.3460, -0.2613], [-3.1831, 1.1752, -0.5563], [-2.1904, 0.9007, 0.4394], [-1.0954, 0.0570, 0.1016], [0.2515, 0.4856, 0.5821], [1.1647, -0.6329, 0.8730], [1.9287, -1.3384, -0.2491], [3.2379, -0.5881, -0.6218], [-2.8601, 1.1416, -1.5600], [-2.6835, 0.7587, 1.3507], [-0.9395, 0.0665, -0.9738], [-1.5044, -0.9256, 0.3495], [0.2610, 1.1594, 1.4159], [0.6316, 1.3922, -0.1563], [1.9024, -0.3458, 1.6337], [0.5709, -1.4171, 1.5000], [2.1929, -2.3643, 0.1410], [1.3014, -1.3254, -1.1664], [3.0778, 0.0442, -1.4277], [3.9896, -1.2748, -0.8987], [3.5387, 0.0570, 0.2848]], "atomic_forces_ev_per_a": [[-0.1, 0.2, -1.6], [1.9, -0.4, 2.6], [-1.3, -0.4, 1.7], [-3.1, 2.0, -0.6], [-0.8, -0.5, -0.9], [0.9, 3.4, -1.1], [0.5, -2.3, 1.9], [0.3, 0.0, 0.0], [-0.9, 0.3, 3.1], [1.0, 0.2, -1.2], [0.9, 0.1, -1.1], [-0.8, -0.2, -0.4], [1.3, -0.6, 0.2], [-0.8, -0.1, 1.2], [-0.4, -2.7, 1.0], [0.1, 0.3, -0.3], [0.6, 1.1, -1.3], [-0.5, 0.9, -0.9], [0.2, -0.8, 0.6], [-0.3, 1.4, -1.5], [1.1, -0.7, -0.1], [0.0, -1.0, -1.4]], "lowdin_charge": [0.01, 0.07, -0.29, -0.03, -0.28, -0.24, -0.28, -0.25, -0.10, 0.10, 0.15, 0.11, 0.13, 0.09, 0.17, 0.10, 0.14, 0.12, 0.11, 0.03, 0.05, 0.10]}

{"formula": "C5H13NO3P", "method": "wB97M-V/def2-TZVPD", "charge": 1, "lumo_ev": [-5.097, -5.098], "orbital_gap_ev": [8.308, 8.307], "energy_ev": -22307.13851, "elements": ["C", "C", "C", "C", "C", "N", "O", "O", "O", "P", "H", "H", "H", "H", "H", "H", "H", "H", "H", "H", "H", "H", "H"], "xyz": [[2.2322, -0.7810, 0.2260], [2.5687, 0.0927, 1.1306], [0.6069, -2.2285, -0.9425], [-2.6014, -0.5526, -0.0481], [-0.5496, 2.6379, -0.6432], [0.9758, -0.9077, -0.3699], [-0.7218, 0.2634, 2.0672], [-1.4887, -0.1475, -0.8976], [0.3481, 1.5685, -0.7810], [-0.1273, 0.2466, -0.2479], [2.9917, -1.3965, -0.2390], [3.6199, 0.3178, 1.1869], [-0.4495, 1.1723, 2.3443], [1.8866, 0.6267, 1.7853], [1.3914, -2.7399, -1.6330], [-0.3578, -2.0343, -1.3891], [0.5783, -3.0100, -0.0413], [-2.0508, -1.1881, 0.6541], [-3.3014, -0.9799, -0.7071], [-3.1442, 0.2741, 0.5623], [-0.3147, 3.2102, 0.2305], [-1.6938, 2.3537, -0.7216], [-0.3985, 3.2023, -1.5257]], "atomic_forces_ev_per_a": [[0.8, -0.2, -1.0], [0.4, 1.0, 1.0], [0.9, -2.5, 1.8], [0.1, 0.8, 2.5], [-3.3, 1.1, -0.7], [-0.6, -0.8, -0.6], [1.3, 1.0, -3.9], [1.0, 1.4, 0.0], [1.2, -0.2, 0.0], [-1.8, -2.4, 3.9], [-0.1, 0.0, -0.3], [0.2, -0.2, 0.7], [-0.3, -0.8, -0.2], [0.0, 0.1, -0.4], [-1.3, 1.8, 0.8], [0.0, -1.0, -0.4], [-0.5, 1.7, -1.9], [-1.4, -0.4, 0.2], [-0.6, -0.9, -0.6], [1.5, -1.0, -1.3], [0.0, 0.2, 0.5], [2.4, 0.2, 0.6], [0.3, 0.9, -0.7]], "lowdin_charge": [-0.21, 0.05, -0.03, -0.04, -0.06, -0.23, -0.22, -0.24, -0.16, 0.87, 0.13, 0.08, 0.01, 0.06, 0.14, 0.06, 0.15, 0.08, 0.08, 0.14, 0.10, 0.15, 0.09]}

{"formula": "C7H7FINO2", "method": "wB97M-V/def2-TZVPD", "lumo_ev": -0.971, "smiles": "CC(=C/C=C(/F)I)/C=C/[N+](=O)[O-]", "orbital_gap_ev": 7.702, "energy_ev": -23770.24378, "elements": ["C", "C", "C", "C", "C", "F", "I", "C", "C", "N", "O", "O", "H", "H", "H", "H", "H", "H", "H"], "xyz": [[0.8450, 2.2989, -0.1867], [0.3386, 0.9591, -0.0653], [-1.0142, 0.7716, -0.0007], [-1.6697, -0.3718, 0.5587], [-3.0288, -0.5750, 0.5557], [-3.5261, -1.6207, 1.1510], [-4.4767, 0.8467, -0.0548], [1.2310, -0.1761, 0.0967], [1.0744, -1.3601, -0.4937], [2.2151, -2.2105, -0.5097], [2.2985, -3.0022, -1.4689], [3.0255, -2.2794, 0.3830], [1.2023, 2.5781, 0.7675], [-0.0161, 2.8767, -0.4140], [1.6230, 2.3621, -0.9637], [-1.5489, 1.6341, 0.1345], [-0.9979, -1.0790, 0.9666], [2.1799, 0.0689, 0.6382], [0.2451, -1.7213, -1.0945]], "atomic_forces_ev_per_a": [[0.9, 0.2, -1.1], [-2.7, -2.8, 0.2], [2.2, -0.7, 1.2], [-2.6, -0.2, -1.1], [2.7, 1.7, -0.1], [-0.7, -1.0, 0.4], [0.5, -0.6, 0.1], [1.1, 0.8, -0.1], [0.1, 0.9, 0.2], [0.9, -3.7, -1.2], [-0.7, 1.3, 0.3], [0.0, 1.3, 0.9], [0.8, 0.7, 1.0], [-0.3, 1.1, -0.4], [-0.2, 0.3, 0.4], [-1.6, 2.3, -0.6], [0.0, -1.2, 0.5], [-0.7, -0.6, -0.6], [0.3, 0.2, 0.0]], "lowdin_charge": [-0.05, -0.30, -0.09, -0.13, -0.76, 0.00, 0.88, 0.00, -0.01, -0.40, 0.04, 0.08, 0.09, 0.08, 0.11, 0.05, 0.10, 0.15, 0.15]}

{"formula": "C32H33ClI2N2O3Tl", "method": "wB97M-V/def2-TZVPD", "charge": 1, "lumo_ev": -4.562, "orbital_gap_ev": 5.471, "energy_ev": -76254.55375, "elements": ["Tl", "I", "C", "C", "C", "I", "C", "O", "C", "C", "N", "C", "C", "C", "C", "C", "C", "N", "C", "H", "H", "H", "H", "H", "H", "H", "H", "H", "H", "H", "C", "C", "C", "C", "C", "C", "C", "C", "C", "C", "C", "C", "H", "H", "H", "H", "H", "H", "H", "H", "H", "H", "H", "H", "H", "H", "H", "H", "H", "H", "Cl", "C", "C", "C", "C", "C", "C", "C", "O", "O", "H", "H", "H", "H"], "xyz": [[0.4702, -0.5512, -0.5788], [7.0374, 2.6192, 0.5143], [5.4873, 1.4563, -0.1265], [4.9936, 1.6296, -1.4211], [3.9474, 0.8463, -1.8706], [3.2297, 1.0974, -3.7747], [3.4120, -0.1691, -1.0210], [2.5018, -1.0057, -1.4154], [3.9094, -0.2970, 0.3110], [3.2064, -1.2991, 1.1693], [1.8295, -0.8461, 1.4732], [1.7470, 0.2339, 2.4377], [0.5391, 1.1102, 2.2247], [0.2988, 2.1976, 3.0562], [-0.7884, 3.0032, 2.8031], [-1.6155, 2.7120, 1.7214], [-1.3132, 1.6199, 0.9495], [-0.2580, 0.8195, 1.2083], [4.9350, 0.5012, 0.7452], [5.4321, 2.3741, -2.0725], [3.1105, -2.2271, 0.6068], [3.7790, -1.5067, 2.0753], [1.2751, -1.6199, 1.8025], [1.7366, -0.1470, 3.4618], [2.6354, 0.8593, 2.3491], [0.9681, 2.4020, 3.8836], [-0.9938, 3.8580, 3.4356], [-2.4749, 3.3254, 1.4829], [-1.9251, 1.3532, 0.0940], [5.3305, 0.3924, 1.7490], [-3.6929, -0.8723, 1.8957], [-2.5807, -1.6238, 1.1871], [-1.5137, -2.1194, 1.9620], [-1.4482, -1.7506, 3.4342], [-0.5730, -2.9620, 1.3770], [0.4586, -3.7315, 2.1913], [-0.6163, -3.2036, -0.0175], [0.3431, -4.2369, -0.5920], [-1.5893, -2.5863, -0.8115], [-1.5942, -2.7941, -2.3214], [-2.6172, -1.8408, -0.1961], [-3.7639, -1.3188, -1.0394], [-3.4140, 0.1582, 2.1264], [-3.9424, -1.3427, 2.8472], [-4.6070, -0.8283, 1.3117], [-2.0296, -2.4301, 4.0632], [-1.8414, -0.7480, 3.6028], [-0.4285, -1.7606, 3.8188], [1.4778, -3.6304, 1.8010], [0.2531, -4.8042, 2.1576], [0.4653, -3.4560, 3.2435], [1.3853, -3.8971, -0.6068], [0.0826, -4.5317, -1.6014], [0.3229, -5.1393, 0.0200], [-2.3531, -3.5197, -2.6244], [-0.6389, -3.1544, -2.6926], [-1.8119, -1.8688, -2.8379], [-3.6188, -0.2738, -1.3270], [-4.7117, -1.3898, -0.5126], [-3.8740, -1.8864, -1.9605], [-2.2664, 6.2367, -5.1398], [-1.6434, 4.9069, -4.2168], [-1.6984, 3.6306, -4.7535], [-1.2194, 2.5676, -4.0077], [-0.6635, 2.7868, -2.7488], [-0.6028, 4.0787, -2.2368], [-1.1019, 5.1462, -2.9655], [-0.1735, 1.6833, -1.9411], [-0.7740, 0.5083, -2.0130], [0.7815, 1.8148, -1.1564], [-2.1196, 3.4784, -5.7385], [-1.2729, 1.5609, -4.4058], [-0.1513, 4.2449, -1.2661], [-1.0657, 6.1568, -2.5823]], "atomic_forces_ev_per_a": [[1.3, 0.1, 0.0], [0.6, 0.5, 0.3], [-0.7, -0.6, -0.1], [0.2, -0.1, 0.5], [-0.1, -0.9, 1.1], [-0.3, 0.0, -0.4], [1.1, 1.3, 0.5], [-2.1, -0.9, -0.6], [-0.6, 0.2, -1.0], [0.2, -0.2, -0.1], [0.1, -0.1, -0.2], [0.1, 0.2, 0.0], [0.0, -0.2, -0.1], [0.0, 0.0, 0.1], [-0.1, 0.1, 0.1], [0.0, 0.1, 0.1], [0.0, -0.3, 0.0], [-0.8, 0.4, 0.0], [0.5, 0.7, -0.3], [0.0, 0.0, 0.0], [0.0, -0.1, 0.1], [-0.1, 0.1, 0.2], [0.0, -0.2, 0.2], [0.0, -0.1, 0.1], [0.1, 0.0, -0.1], [0.0, 0.0, -0.1], [0.0, 0.0, 0.0], [0.1, 0.0, 0.0], [0.1, 0.0, 0.0], [0.0, 0.0, 0.0], [0.1, -0.1, -0.1], [-0.3, 0.1, -0.1], [0.0, -0.1, 0.3], [0.1, 0.0, -0.2], [0.2, -0.3, 0.1], [-0.1, 0.1, 0.0], [0.9, -0.2, 0.2], [0.0, 0.1, 0.1], [-0.1, 0.3, -0.7], [-0.1, -0.1, 0.3], [-0.3, 0.2, 0.2], [0.2, -0.1, 0.0], [0.1, 0.0, 0.0], [0.0, 0.0, -0.1], [0.1, 0.0, 0.0], [0.0, 0.0, -0.1], [0.0, 0.0, 0.0], [0.0, 0.0, 0.0], [-0.1, 0.0, 0.0], [-0.1, 0.1, 0.0], [0.0, 0.0, -0.1], [-0.1, 0.0, 0.0], [0.0, 0.0, 0.0], [0.0, 0.0, 0.0], [0.0, 0.0, 0.1], [0.0, 0.1, 0.0], [-0.1, 0.2, -0.1], [0.0, 0.0, 0.0], [0.0, 0.0, 0.0], [0.0, 0.0, 0.0], [0.1, -0.1, 0.1], [-0.1, 0.2, -0.2], [0.0, -0.1, 0.0], [-0.1, -0.1, 0.0], [-0.6, 0.5, -0.5], [0.2, 0.2, 0.0], [0.1, -0.1, 0.1], [0.5, -1.4, 0.7], [0.0, 0.7, -0.3], [-0.1, 0.1, -0.2], [0.0, 0.0, 0.0], [0.0, 0.1, 0.0], [0.0, 0.0, 0.0], [0.0, 0.0, 0.0]], "lowdin_charge": [1.23, 0.94, -0.77, -0.22, -0.65, 1.03, -0.46, -0.20, -0.17, -0.12, -0.07, -0.11, -0.23, 0.01, -0.02, -0.02, -0.11, 0.05, -0.12, 0.08, 0.12, 0.14, 0.06, 0.14, 0.14, 0.13, 0.12, 0.12, 0.12, 0.10, -0.02, -0.17, -0.19, -0.02, -0.22, -0.03, -0.21, -0.01, -0.22, -0.03, -0.18, -0.01, 0.08, 0.09, 0.07, 0.10, 0.08, 0.07, 0.08, 0.10, 0.08, 0.09, 0.08, 0.09, 0.11, 0.08, 0.08, 0.10, 0.08, 0.08, 0.70, -0.65, -0.08, 0.00, -0.15, 0.00, -0.08, -0.60, -0.10, -0.02, 0.11, 0.13, 0.12, 0.11]}

{"formula": "B2F8Rb", "method": "wB97M-V/def2-TZVPD", "charge": -1, "lumo_ev": 2.483, "orbital_gap_ev": 10.864, "energy_ev": -23760.69704, "elements": ["Rb", "B", "F", "F", "F", "F", "B", "F", "F", "F", "F"], "xyz": [[-0.6607, 0.6776, -0.6405], [1.9415, 0.7759, -0.5971], [3.1094, 0.5034, 0.2006], [1.2181, -0.4090, -0.7746], [1.1607, 1.8368, -0.1021], [2.2810, 1.2469, -1.8425], [-1.8349, -0.9437, 0.7807], [-0.5160, -1.1377, 0.5482], [-2.3858, -0.4503, -0.3759], [-2.4496, -2.1154, 1.0511], [-1.8638, 0.0155, 1.7523]], "atomic_forces_ev_per_a": [[-1.3, 7.6, -4.5], [2.8, -0.1, 0.1], [-1.3, 0.4, -0.5], [3.4, -1.4, -0.1], [2.2, 1.3, 2.0], [0.8, 0.0, -1.4], [-0.7, -1.7, 1.3], [1.9, -3.8, 1.6], [-5.9, -2.2, -0.9], [-0.9, -1.3, 0.9], [-1.0, 1.1, 1.4]], "lowdin_charge": [1.78, -1.33, 0.07, -0.09, -0.11, 0.12, -1.57, -0.02, -0.14, 0.18, 0.13]}